Molecular formula: C3H11N2S
Method: DFT, ωB97M-V/def2-TZVPD

The geometry in XYZ format:
```
17
Properties=species:S:1:pos:R:3:forces:R:3
C -2.061231 1.196435 -0.663453 -1.77 -1.35 -0.98
C -2.376477 -0.306916 -0.289684 -0.58 0.64 1.72
S -1.113489 -1.236707 0.800161 -0.40 0.26 0.12
H -1.313538 1.294615 -1.406824 1.49 -0.07 -0.32
H -1.950123 1.925519 0.131441 -0.01 -0.28 0.25
H -2.931237 1.495705 -1.322249 0.44 -0.19 1.13
H -3.365973 -0.255589 0.285359 1.44 -0.60 -0.95
H -2.368633 -0.978965 -1.133113 -0.68 0.38 -0.48
H -1.694184 -2.471635 1.051943 0.10 1.18 -0.51
N 1.891439 0.081276 0.798101 1.46 -1.09 -2.64
C 2.375526 0.113703 -0.440998 -1.28 3.42 -0.60
N 2.798551 1.312834 -0.926970 -0.31 -1.35 0.28
H 1.750282 0.863458 1.410917 0.09 0.15 0.09
H 1.401627 -0.766974 0.893574 -1.04 -1.04 1.35
H 2.166422 -0.720656 -1.194460 0.73 1.00 1.52
H 2.834136 1.477718 -1.934372 0.33 -0.23 0.58
H 2.830211 2.146024 -0.317894 0.00 -0.82 -0.58
```
Forces are in eV/Å.

Calculated values
Relative energy (zero: lowest compared OMol25 entry of this formula, charge and spin): 1.349 eV
Frontier orbital gap: 0.304 hartree
E_HOMO: -12.5 eV
Total charge: +1

=====

Molecular formula: C3H11N3
Method: DFT, ωB97M-V/def2-TZVPD

The geometry in XYZ format:
```
17
Properties=species:S:1:pos:R:3:forces:R:3
C -1.072237 0.899209 -0.373481 1.99 1.88 1.42
C 1.159333 -1.736483 -0.073469 0.41 0.48 0.02
C -2.148890 -0.008547 0.154397 0.50 -0.32 0.15
N 0.487090 -0.591061 -0.653848 0.87 -1.49 -0.18
N 0.551507 0.497278 0.183219 -2.48 -0.17 -1.48
N 1.905165 1.262185 0.215863 -0.77 0.01 0.18
H 0.434146 0.287908 1.186151 0.00 -0.02 -0.12
H 2.351154 1.126725 -0.688632 -0.49 -0.34 -0.18
H 1.738073 2.263919 0.293686 -0.29 -0.07 0.10
H -1.113695 1.892450 0.070882 -0.56 0.33 -0.10
H -1.019794 0.963595 -1.452972 0.43 -0.19 0.12
H 0.947112 -2.613708 -0.686247 0.04 0.08 0.00
H 2.245988 -1.589766 -0.028200 0.18 -0.31 0.09
H 0.818162 -1.953445 0.957102 -0.02 -0.04 0.00
H -2.189590 -0.936236 -0.410227 0.04 0.05 -0.03
H -1.975236 -0.262388 1.200879 -0.01 0.02 0.07
H -3.118287 0.498368 0.104898 0.16 0.10 -0.06
```
Forces are in eV/Å.

Calculated values
Relative energy (zero: lowest compared OMol25 entry of this formula, charge and spin): 5.454 eV
Frontier orbital gap: 0.291 hartree
E_HOMO: -6.9 eV

=====

Molecular formula: C3H11N3
Method: DFT, ωB97M-V/def2-TZVPD

The geometry in XYZ format:
```
17
Properties=species:S:1:pos:R:3:forces:R:3
C -2.471879 -0.022940 -0.431278 0.18 -0.17 0.06
C -1.039315 -0.529868 -0.189947 -0.09 -0.02 -0.06
C -0.081828 0.593988 -0.035995 -0.11 -0.07 0.02
N 3.097845 0.945298 -0.138706 0.66 -0.01 0.30
N 2.590213 -1.242199 0.010274 0.60 -0.27 0.37
N 2.377553 -0.079322 -0.646031 -1.09 0.14 -0.67
H -2.512812 0.557163 -1.350381 -0.05 0.07 -0.07
H -3.164577 -0.857996 -0.517990 -0.11 -0.04 -0.02
H -2.793967 0.612172 0.391131 -0.07 0.06 0.04
H -0.758466 -1.154741 -1.046691 0.04 -0.04 0.06
H -1.031434 -1.160261 0.703347 0.05 -0.06 -0.08
H -0.072524 1.344395 -0.805243 0.14 0.18 -0.25
H 0.155034 0.931863 0.957688 0.22 0.08 0.23
H 3.163061 1.016657 0.877904 -0.18 0.03 -0.13
H 2.835821 1.809507 -0.590134 -0.05 -0.10 0.17
H 1.946679 -1.952791 -0.312567 0.04 0.22 0.16
H 2.671330 -1.191205 1.027259 -0.18 -0.01 -0.15
```
Forces are in eV/Å.

Calculated values
Relative energy (zero: lowest compared OMol25 entry of this formula, charge and spin): 4.805 eV
Frontier orbital gap (alpha / beta): 0.279 / 0.312 hartree
E_HOMO (alpha / beta): -6.7 / -7.5 eV

=====

Molecular formula: C3H11N3
Method: DFT, ωB97M-V/def2-TZVPD

The geometry in XYZ format:
```
17
Properties=species:S:1:pos:R:3:forces:R:3
N 0.406951 0.896734 -2.314641 -0.33 0.10 0.43
C -0.523998 -0.085066 -1.758516 0.58 -1.13 -0.88
C -0.889879 0.148315 -0.303178 -1.38 -1.15 -0.36
N 0.250184 0.493442 0.494826 -0.35 0.29 -0.05
C 0.214913 0.061648 1.874824 0.17 0.30 -0.05
N 0.580190 -1.313630 2.170030 -0.42 0.38 0.32
H -0.076528 1.769892 -2.498498 0.24 -0.08 -0.12
H 0.854660 0.558303 -3.153254 -0.15 0.09 -0.10
H -0.033013 -1.076522 -1.813185 0.32 0.45 0.27
H -1.381298 -0.308732 -2.415521 -0.35 0.62 0.44
H -1.777189 0.795879 -0.187843 0.70 0.66 -0.03
H -1.373725 -0.816391 -0.017050 0.47 0.03 0.15
H 1.105885 0.244767 0.018196 0.06 0.11 0.01
H -0.784208 0.291826 2.257000 0.10 -0.20 0.06
H 0.913589 0.699252 2.409244 0.09 0.04 0.23
H -0.108844 -1.976741 1.838211 0.36 -0.08 -0.20
H 1.512367 -1.482662 1.821967 -0.12 -0.44 -0.11
```
Forces are in eV/Å.

Calculated values
Relative energy (zero: lowest compared OMol25 entry of this formula, charge and spin): 0.998 eV
Frontier orbital gap: 0.345 hartree
E_HOMO: -8.4 eV
SMILES: NCCNCN

=====

Molecular formula: C3H11N3O
Method: DFT, ωB97M-V/def2-TZVPD

The geometry in XYZ format:
```
18
Properties=species:S:1:pos:R:3:forces:R:3
C -0.534255 -0.013344 -0.373211 -0.22 1.01 -1.18
C 0.857509 -0.113655 0.224527 1.57 1.25 -0.87
C -1.657119 0.569807 0.432796 0.01 0.14 -0.05
N -0.853441 -0.963655 -1.286863 0.29 0.08 0.67
N 0.988836 0.234459 1.640034 -0.74 0.44 0.21
N 1.477723 -1.403693 0.001167 0.02 -0.05 -0.30
O 0.075421 1.575581 -1.339154 -0.61 -0.65 0.64
H -0.271128 1.849261 -2.199767 -0.41 -0.39 0.20
H 1.302400 0.703539 -0.450442 0.29 -1.50 0.96
H -0.063398 -1.541029 -1.570805 -0.54 -0.08 0.12
H -1.803749 -1.308474 -1.320477 0.38 0.15 -0.25
H 1.972580 0.406279 1.830646 -0.08 -0.16 -0.09
H 0.546545 1.137144 1.801284 -0.03 -0.09 0.08
H 2.482436 -1.294023 -0.077980 -0.14 -0.06 -0.02
H 1.292602 -2.006918 0.798873 0.01 0.05 -0.08
H -1.391634 1.593185 0.705060 -0.11 -0.21 0.09
H -2.583653 0.610878 -0.145043 0.15 -0.01 -0.04
H -1.837674 -0.035342 1.329355 0.15 0.09 -0.07
```
Forces are in eV/Å.

Calculated values
Relative energy (zero: lowest compared OMol25 entry of this formula, charge and spin): 2.363 eV
Frontier orbital gap: 0.354 hartree
E_HOMO: -8.7 eV

=====

Molecular formula: C3H11N3O
Method: DFT, ωB97M-V/def2-TZVPD

The geometry in XYZ format:
```
18
Properties=species:S:1:pos:R:3:forces:R:3
N 0.290966 -0.691314 -2.142705 -0.19 -0.10 -0.20
C 0.339448 0.648306 -1.571397 -0.14 0.17 0.12
C 1.178963 0.666996 -0.296473 -0.08 -0.17 -0.35
N 2.113555 -0.298876 -0.264640 0.33 -0.28 0.05
O 1.021669 1.485810 0.583668 -0.08 0.40 0.20
H -0.294746 -1.290030 -1.567930 0.02 0.03 -0.10
H -0.122461 -0.663114 -3.068223 0.06 -0.06 0.09
H -0.642338 1.084382 -1.338465 0.23 -0.04 0.05
H 0.836167 1.311431 -2.286883 -0.06 0.00 0.08
H 2.161159 -0.948640 -1.032423 0.00 -0.02 0.04
H 2.738525 -0.376156 0.519178 -0.06 0.09 -0.01
C -1.658112 -0.498707 1.447975 0.08 0.00 0.00
N -1.250309 0.541058 2.374248 0.12 0.18 0.11
H -2.265628 -0.045990 0.664426 -0.07 -0.10 -0.07
H -2.271769 -1.226860 1.979732 -0.03 -0.04 -0.13
H -0.821964 -1.037771 0.971883 -0.07 -0.02 -0.01
H -0.642687 1.204551 1.898700 -0.04 -0.13 0.15
H -0.710439 0.134924 3.129328 0.00 0.10 -0.02
```
Forces are in eV/Å.

Calculated values
Relative energy (zero: lowest compared OMol25 entry of this formula, charge and spin): 0.377 eV
Frontier orbital gap: 0.354 hartree
E_HOMO: -8.8 eV
SMILES: NCC(N)=O.CN